Entry 1:
The following is a quantum chemistry calculation of a molecular structure, C36H39MnN3O2P3S3, from the Open Molecules 2025 dataset.

Output
LUMO (alpha / beta): 0.50 / 0.49 eV
HOMO (alpha / beta): -7.4 / -5.6 eV
E: -138227.0438 eV
Multiplicity: 5

Last column: Mulliken charge in e.
CARTESIAN COORDINATES (ANGSTROEM)
Mn: -0.3164 1.3745 0.0962  0.44
C: -0.5551 -2.2355 1.6310  -1.12
N: 0.4011 -1.9686 0.5321  0.30
P: -0.5444 -1.9869 -0.9699  0.15
C: -0.9714 -3.7637 -1.0329  0.35
C: -2.1021 -4.1035 -1.7710  -0.62
C: -2.4808 -5.4322 -1.9100  -0.61
C: -1.7428 -6.4301 -1.2919  -0.61
C: -0.6247 -6.0984 -0.5365  -0.67
C: -0.2393 -4.7730 -0.4104  -0.02
C: 0.7345 -1.8972 -2.2779  0.16
C: 0.9790 -0.6388 -2.8253  0.17
C: 1.9493 -0.4644 -3.8007  -0.65
C: 2.6620 -1.5582 -4.2667  -0.53
C: 2.3949 -2.8245 -3.7625  -0.74
C: 1.4397 -2.9930 -2.7731  -0.54
P: 1.1188 -0.3912 0.7448  0.95
C: 2.7379 -0.5563 -0.0920  1.04
C: 3.4003 0.6259 -0.4082  -0.67
C: 4.6627 0.5912 -0.9817  -0.64
C: 5.2640 -0.6278 -1.2595  -0.68
C: 4.6025 -1.8103 -0.9562  -0.72
C: 3.3475 -1.7757 -0.3675  -0.08
C: 1.7271 -0.4434 2.4695  0.33
C: 2.4088 -1.5468 2.9820  -0.51
C: 2.8880 -1.5309 4.2799  -0.69
C: 2.7104 -0.4019 5.0733  -0.58
C: 2.0521 0.7049 4.5642  -0.73
C: 1.5553 0.6832 3.2656  -0.31
H: -1.0548 -3.1869 1.4560  0.49
H: -1.3241 -1.4536 1.7149  0.09
H: -0.0283 -2.2954 2.5801  0.36
H: -2.6904 -3.3198 -2.2366  0.43
H: -3.3579 -5.6854 -2.4913  0.41
H: -2.0414 -7.4657 -1.3908  0.38
H: -0.0519 -6.8757 -0.0470  0.42
H: 0.6316 -4.5092 0.1786  0.31
H: 0.4138 0.2173 -2.4679  0.25
H: 2.1437 0.5242 -4.1960  0.46
H: 3.4189 -1.4273 -5.0295  0.40
H: 2.9390 -3.6824 -4.1367  0.43
H: 1.2442 -3.9846 -2.3870  0.39
H: 2.9243 1.5800 -0.2044  0.22
H: 5.1717 1.5168 -1.2181  0.45
H: 6.2443 -0.6579 -1.7178  0.38
H: 5.0640 -2.7630 -1.1840  0.43
H: 2.8241 -2.6964 -0.1423  0.24
H: 2.5583 -2.4210 2.3593  0.29
H: 3.4083 -2.3944 4.6742  0.43
H: 3.0924 -0.3880 6.0860  0.38
H: 1.9216 1.5910 5.1721  0.49
H: 1.0538 1.5581 2.8673  0.33
C: 0.0925 7.3631 0.7405  -0.87
C: -0.8410 6.8668 1.8217  -0.38
O: -0.4604 5.5544 2.2654  -0.44
P: -0.8812 4.2268 1.4939  1.05
S: 0.8161 3.4756 0.6709  -0.70
S: -2.4054 4.4128 0.2925  -0.46
O: -1.2278 3.3418 2.8005  -0.53
C: -1.8756 2.0813 2.6344  0.56
C: -2.1815 1.5189 4.0025  -1.60
H: -0.1661 8.3877 0.4681  0.41
H: 0.0078 6.7376 -0.1489  0.18
H: 1.1260 7.3421 1.0857  0.25
H: -1.8729 6.8381 1.4695  0.37
H: -0.7880 7.4895 2.7138  0.30
H: -1.1980 1.3736 2.1088  -0.46
H: -2.7813 2.2145 2.0391  0.55
H: -1.2652 1.3673 4.5727  0.27
H: -2.6884 0.5579 3.9009  0.40
H: -2.8314 2.1989 4.5525  0.40
N: -0.4807 3.1426 -2.5647  -0.19
C: -1.5730 2.3585 -2.4408  0.03
N: -1.7592 1.5446 -1.4381  1.03
C: -2.9825 0.8895 -1.5463  -0.99
C: -3.5213 0.0209 -0.6046  -0.25
C: -4.7493 -0.5608 -0.8575  -0.70
C: -5.4464 -0.2851 -2.0350  -0.62
C: -4.9294 0.5923 -2.9722  -0.47
C: -3.6997 1.1776 -2.7083  1.09
S: -2.8219 2.3489 -3.6570  -0.34
H: -0.0244 3.3908 -1.6839  -0.11
H: -0.5247 3.8858 -3.2417  0.29
H: -2.9730 -0.1935 0.3043  0.00
H: -5.1768 -1.2398 -0.1316  0.44
H: -6.4057 -0.7517 -2.2134  0.41
H: -5.4744 0.8227 -3.8777  0.41

***

Entry 2:
The following is a quantum chemistry calculation of a molecular structure, C36H40ClIN9O4Rb, from the Open Molecules 2025 dataset.

Output
LUMO: 3.50 eV
HOMO: -2.8 eV
Net charge: -2
E: -80864.4871 eV

Last column: Mulliken charge in e.
CARTESIAN COORDINATES (ANGSTROEM)
Rb: -0.3339 0.4453 -0.4270  0.99
O: 1.6009 1.5987 0.9286  -0.41
C: 2.8538 1.7961 0.8501  0.15
C: 3.4776 2.9680 1.3858  -0.95
C: 4.8240 3.2225 1.2351  -0.33
C: 5.6565 2.3390 0.5432  -0.77
C: 5.0852 1.1890 0.0156  -0.44
C: 3.7374 0.8869 0.1717  0.90
C: 3.1938 -0.3017 -0.5392  -0.56
N: 2.5185 -1.2853 -0.1110  -0.56
C: 2.2551 -1.4326 1.3113  -0.59
C: 0.7727 -1.5714 1.6508  -0.49
N: 0.0952 -2.5251 0.7905  -0.26
C: -0.8813 -3.1931 1.2515  -0.86
C: -1.5147 -3.1144 2.5839  0.77
C: -1.7599 -4.2873 3.2909  -0.52
C: -2.3215 -4.2818 4.5586  -0.74
C: -2.6574 -3.0468 5.1211  -0.51
C: -2.4685 -1.8715 4.4286  -0.54
C: -1.9317 -1.8449 3.1021  0.42
O: -1.8767 -0.7760 2.4115  -0.41
H: 2.8336 3.6651 1.9107  0.38
H: 5.2395 4.1346 1.6534  0.35
H: 6.7109 2.5466 0.4137  0.34
H: 5.7035 0.4980 -0.5527  0.41
H: 3.4014 -0.3188 -1.6147  0.31
H: 2.6634 -0.6128 1.9116  0.22
H: 2.7595 -2.3593 1.6089  0.50
H: 0.2857 -0.6019 1.5706  0.08
H: 0.6790 -1.8367 2.7110  0.32
H: -1.3010 -3.9437 0.5728  0.40
H: -1.4800 -5.2321 2.8313  0.40
H: -2.4855 -5.2053 5.0993  0.34
H: -3.0838 -3.0098 6.1194  0.39
H: -2.7459 -0.9182 4.8685  0.33
C: -8.7235 0.5710 4.3521  -1.95
C: -7.4657 1.4492 4.3453  1.63
C: -6.7882 1.3411 5.7160  -1.86
C: -7.9267 2.9010 4.1507  -1.83
C: -6.5169 1.0070 3.1661  2.06
O: -7.2278 1.2973 1.9715  -0.59
C: -6.2494 -0.5054 3.2442  -2.16
C: -5.2023 -1.1397 2.3242  0.59
C: -5.4658 -1.1099 0.8377  0.20
C: -4.4024 -0.9400 -0.0407  0.09
C: -4.5915 -0.9457 -1.4177  -1.13
C: -5.8651 -1.1459 -1.9133  0.35
Cl: -6.1302 -1.1652 -3.6414  -0.28
C: -6.9450 -1.3332 -1.0652  -1.03
C: -6.7367 -1.3117 0.3033  -0.13
C: -5.2111 1.8267 3.2682  -1.17
N: -4.4208 1.9141 2.0569  1.01
C: -3.1241 1.6409 1.8897  -0.53
N: -2.7481 1.9369 0.6617  -0.02
C: -3.8859 2.4156 0.0992  -0.50
N: -4.9233 2.4442 0.9105  -1.18
H: -9.4528 0.9869 5.0517  0.52
H: -8.5093 -0.4489 4.6726  0.30
H: -9.1773 0.5388 3.3610  0.34
H: -7.4914 1.6618 6.4892  0.49
H: -5.9106 1.9851 5.7950  0.32
H: -6.4857 0.3205 5.9531  0.36
H: -8.7059 3.1293 4.8822  0.48
H: -8.3324 3.0482 3.1519  0.36
H: -7.1254 3.6246 4.3067  0.39
H: -6.6240 1.6783 1.3075  0.52
H: -7.2067 -1.0019 3.0802  0.33
H: -5.9443 -0.7561 4.2644  0.44
H: -5.1301 -2.1892 2.6317  0.85
H: -4.2062 -0.7390 2.5120  -0.92
H: -3.4074 -0.8055 0.3686  0.62
H: -3.7618 -0.7823 -2.0926  0.47
H: -7.9338 -1.4823 -1.4776  0.41
H: -7.5855 -1.4334 0.9646  0.26
H: -4.5608 1.3780 4.0196  0.20
H: -5.4348 2.8463 3.5786  0.40
H: -2.5145 1.1573 2.6377  0.75
H: -3.9374 2.7443 -0.9253  0.37
N: 0.9855 3.2081 -2.0025  0.01
C: 1.9843 2.4749 -2.5315  0.55
O: 1.8119 1.4603 -3.1871  -0.68
C: 3.3872 2.9916 -2.2714  -0.68
I: 3.8532 4.6150 -3.5973  -0.02
H: 0.0111 2.9608 -2.1771  0.24
H: 1.1958 3.9007 -1.3052  0.18
H: 4.1037 2.2127 -2.4947  0.35
H: 3.5372 3.3734 -1.2650  0.16
N: -4.4273 5.8582 -3.6313  -0.61
C: -3.7608 4.9334 -3.8565  0.53
N: -3.0320 3.8984 -4.2343  -0.75
C: -2.4734 3.1746 -3.3050  0.51
N: -1.9154 2.4765 -2.5532  -0.67